1.
This record from OMol25 describes a structure of composition C19H18BeNOS in a non-equilibrium geometry. The level of theory is the ωB97M-V functional and the def2-TZVPD basis.

```
41
Properties=species:S:1:pos:R:3
C -2.23 2.18 -0.13
C -1.67 2.69 1.06
C -0.59 3.55 0.70
H -1.96 2.41 2.06
C -0.49 3.54 -0.72
C -1.51 2.69 -1.23
H -1.69 2.47 -2.27
H -3.06 1.48 -0.18
H 0.11 4.00 1.38
H 0.27 4.03 -1.30
C -1.43 -1.33 2.00
C -2.65 -0.95 2.54
C -3.75 -1.11 1.51
H -2.84 -0.55 3.53
C -2.97 -1.62 0.31
C -1.66 -1.75 0.62
H -0.85 -2.11 -0.02
H -0.47 -1.33 2.49
H -4.56 -1.78 1.82
H -3.47 -1.81 -0.64
Be -0.38 1.87 0.07
O 0.97 -0.54 -0.40
C 1.65 0.21 0.73
C 2.10 0.17 -0.73
H 1.23 1.19 1.17
H 2.06 -0.48 1.52
H 2.08 1.20 -1.15
H 3.56 0.45 -2.83
C 3.69 -0.56 -2.42
C 3.07 -0.81 -1.18
C 3.02 -2.11 -0.62
H 2.41 -2.33 0.28
C 3.81 -3.09 -1.21
H 3.85 -4.06 -0.73
C 4.55 -2.81 -2.36
H 5.17 -3.56 -2.79
C 4.47 -1.56 -2.96
H 5.02 -1.31 -3.84
S -5.63 2.13 2.78
C -4.89 1.03 1.96
N -4.35 0.24 1.19
```

E_LUMO (alpha / beta) ... 2.604 / 2.438 eV
ΔE to the lowest compared entry with this formula, charge and spin ... 4.854 eV
Spin multiplicity ... 1
Charge ... -1

2.
This record from OMol25 describes a structure of composition C19H18Br2FNaO8P2S. The level of theory is the ωB97M-V functional and the def2-TZVPD basis.

```
52
Properties=species:S:1:pos:R:3
Na -0.88 -0.46 -0.56
Br 0.16 -0.61 2.50
C 1.89 0.16 2.15
Br 2.59 -0.25 0.40
H 2.58 -0.21 2.89
H 1.69 1.24 2.10
O -0.16 -2.21 -3.39
P -1.12 -0.87 -3.57
O -1.31 -0.69 -5.03
O -0.50 0.18 -2.69
O -2.49 -1.37 -2.89
P -3.56 -0.99 -1.63
O -3.00 1.44 -2.49
O -2.92 -1.60 -0.38
O -3.04 0.63 -1.30
H -0.32 -2.73 -4.18
H -2.05 1.34 -2.70
F 0.31 6.95 0.86
C 0.37 5.57 0.91
C -0.13 4.92 2.01
C -0.05 3.52 2.03
C 0.50 2.72 1.01
C 0.98 3.49 -0.07
C 0.93 4.88 -0.15
H -0.57 5.49 2.82
H -0.47 3.03 2.91
H 1.43 2.98 -0.93
H 1.30 5.43 -1.01
O 0.17 -2.43 -0.31
S 0.92 -3.47 -1.06
C 1.62 -4.51 0.24
C 1.15 -4.35 1.53
C 1.70 -5.11 2.55
C 2.70 -6.03 2.28
C 3.18 -6.17 0.99
C 2.65 -5.40 -0.04
C -0.32 -4.65 -1.62
C -1.64 -4.32 -1.39
C -2.63 -5.17 -1.87
C -2.29 -6.32 -2.56
C -0.95 -6.63 -2.79
C 0.04 -5.78 -2.33
H 0.39 -3.60 1.72
H 1.34 -4.98 3.57
H 3.13 -6.62 3.08
H 3.98 -6.87 0.78
H 3.04 -5.49 -1.05
H -1.91 -3.39 -0.88
H -3.67 -4.91 -1.72
H -3.06 -6.98 -2.94
H -0.68 -7.52 -3.35
H 1.08 -6.01 -2.52
```

E_LUMO ... 3.780 eV
ΔE to the lowest compared entry with this formula, charge and spin ... 5.870 eV
Spin multiplicity ... 1
Charge ... -2

3.
This record from OMol25 describes a structure of composition C19H18BrClN8Pd in a non-equilibrium geometry. The level of theory is the ωB97M-V functional and the def2-TZVPD basis.

```
48
Properties=species:S:1:pos:R:3
Pd -0.13 0.03 0.20
N -3.34 -0.65 0.98
C -2.48 -1.41 1.66
N -2.99 -2.25 2.55
C -2.10 -2.95 3.26
N -2.55 -3.82 4.16
N -0.75 -2.85 3.13
C -0.36 -2.01 2.23
N -1.15 -1.26 1.43
C 1.10 -1.81 2.03
C 2.05 -2.51 2.75
C 3.39 -2.26 2.49
C 3.72 -1.32 1.52
C 2.71 -0.66 0.85
N 1.42 -0.90 1.10
H -4.33 -0.85 1.08
H -3.03 -0.12 0.19
H -3.55 -3.93 4.28
H -1.91 -4.35 4.71
H 1.73 -3.23 3.48
H 4.16 -2.79 3.02
H 4.75 -1.10 1.28
H 2.94 0.07 0.08
C -4.56 1.73 -3.42
C -3.12 1.75 -2.98
C -2.16 2.56 -3.59
C -0.85 2.51 -3.16
C -0.57 1.66 -2.12
Br 1.21 1.46 -1.50
N -1.44 0.89 -1.48
C -2.70 0.94 -1.94
H -4.69 2.30 -4.34
H -5.20 2.17 -2.66
H -4.90 0.72 -3.61
H -2.44 3.21 -4.41
H -0.07 3.11 -3.62
H -3.43 0.27 -1.49
Cl -3.32 3.74 3.47
C -1.73 3.29 2.99
C -0.62 3.93 3.50
C 0.63 3.51 3.07
C 0.71 2.48 2.16
N -0.37 1.85 1.67
C -1.57 2.25 2.08
H -0.73 4.74 4.21
H 1.53 3.99 3.43
H 1.67 2.13 1.80
H -2.44 1.74 1.69
```

E_LUMO (alpha / beta) ... -7.458 / -7.433 eV
ΔE to the lowest compared entry with this formula, charge and spin ... 1.062 eV
Spin multiplicity ... 1
Charge ... +2

4.
This record from OMol25 describes a structure of composition C19H18CaIN3O3S in a non-equilibrium geometry. The level of theory is the ωB97M-V functional and the def2-TZVPD basis.

```
46
Properties=species:S:1:pos:R:3
C 3.75 4.46 -0.17
C 4.93 3.56 -0.54
H 3.42 5.06 -1.03
H 4.01 5.15 0.64
H 2.89 3.87 0.16
H 4.62 2.77 -1.23
H 5.72 4.14 -1.03
H 5.36 3.09 0.34
C -2.65 1.27 -1.99
C -3.86 1.21 -2.67
C -4.11 0.11 -3.49
C -3.14 -0.88 -3.60
H -2.39 2.10 -1.33
H -4.59 2.01 -2.56
H -5.05 0.02 -4.04
H -3.32 -1.74 -4.23
N -1.71 0.32 -2.09
C -1.95 -0.76 -2.89
C -0.86 -1.75 -2.94
N 0.24 -1.48 -2.19
C 1.26 -2.35 -2.20
C 0.12 -3.82 -3.71
C 1.25 -3.53 -2.94
H 2.11 -2.08 -1.58
H 2.10 -4.19 -2.90
C -0.94 -2.92 -3.71
H -1.82 -3.12 -4.30
H 0.07 -4.72 -4.30
Ca 0.19 0.29 -1.11
I -0.02 2.51 0.18
O 1.56 2.25 3.37
S 1.55 0.74 3.64
O 2.98 0.19 3.61
N 1.13 0.26 2.01
C 0.08 -0.48 1.93
O -0.34 -0.96 0.74
C -0.55 -0.77 3.22
C -1.69 -1.53 3.48
C -2.12 -1.66 4.82
C -1.41 -1.03 5.86
C -0.26 -0.27 5.58
C 0.14 -0.16 4.25
H -2.23 -2.01 2.68
H -3.00 -2.24 5.04
H -1.74 -1.13 6.88
H 0.29 0.21 6.37
```

E_LUMO ... -1.509 eV
ΔE to the lowest compared entry with this formula, charge and spin ... 4.490 eV
Spin multiplicity ... 1

5.
This record from OMol25 describes an isolated molecule of C19H18ClN3O4 in a non-equilibrium geometry. The level of theory is the ωB97M-V functional and the def2-TZVPD basis.

```
45
Properties=species:S:1:pos:R:3
O 3.40 -0.92 0.67
C 3.76 -0.42 -0.39
N 3.85 -1.18 -1.53
C 3.77 -0.62 -2.87
H 4.12 -1.39 -3.56
C 2.28 -0.27 -3.17
N 1.45 -0.96 -2.21
C 0.86 -0.23 -1.23
O 0.81 0.99 -1.27
C 0.26 -1.00 -0.05
C -0.61 -0.10 0.82
C -1.96 -0.75 0.63
N -1.90 -1.79 -0.10
O -0.63 -2.05 -0.51
C -3.20 -0.27 1.20
C -3.23 0.89 1.98
C -4.42 1.34 2.52
C -5.59 0.63 2.29
C -5.58 -0.52 1.52
C -4.39 -0.97 0.98
H -4.36 -1.86 0.38
H -6.50 -1.06 1.34
Cl -7.08 1.19 2.96
H -4.45 2.24 3.12
H -2.33 1.45 2.16
H -0.31 -0.09 1.87
H -0.59 0.93 0.43
H 1.08 -1.47 0.51
C 1.79 -2.36 -2.10
H 1.05 -2.89 -1.50
C 3.21 -2.48 -1.48
H 3.82 -3.19 -2.04
H 3.17 -2.79 -0.44
H 1.77 -2.78 -3.11
H 2.10 0.80 -3.04
H 2.01 -0.57 -4.18
H 4.40 0.25 -2.97
C 4.13 0.99 -0.41
C 3.93 1.87 0.63
C 4.43 3.12 0.20
C 4.91 2.91 -1.05
O 4.74 1.64 -1.43
H 5.38 3.57 -1.76
H 4.43 4.04 0.75
H 3.47 1.63 1.57
```

E_LUMO ... 0.521 eV
ΔE to the lowest compared entry with this formula, charge and spin ... 3.349 eV
Spin multiplicity ... 1

6.
This record from OMol25 describes a structure of composition C19H18ClN5O8P2Sn. The level of theory is the ωB97M-V functional and the def2-TZVPD basis.

```
54
Properties=species:S:1:pos:R:3
Sn 0.02 -0.80 1.06
C -1.78 4.03 2.77
C -0.84 2.87 2.61
O -1.23 1.74 2.33
N 0.47 3.14 2.80
C 1.50 2.14 2.55
C 1.92 2.13 1.10
C 2.91 2.99 0.68
C 3.25 3.04 -0.67
C 2.57 2.22 -1.54
C 1.60 1.37 -1.04
N 1.27 1.31 0.25
H -2.80 3.66 2.86
H -1.72 4.67 1.89
H -1.53 4.64 3.64
H 0.75 4.09 2.96
H 1.12 1.17 2.86
H 2.36 2.37 3.18
H 3.44 3.60 1.40
H 4.05 3.68 -1.01
H 2.79 2.20 -2.60
H 1.07 0.68 -1.69
O 1.70 -3.16 -1.98
P 0.54 -2.70 -1.02
O 0.35 -1.18 -1.05
O 0.62 -3.16 0.39
O -0.73 -3.32 -1.82
P -2.18 -2.76 -1.51
O -3.10 -3.92 -2.08
O -2.26 -1.61 -2.60
O -2.42 -2.39 -0.12
H 2.52 -3.44 -1.54
H -3.75 -4.20 -1.43
N 2.23 -1.14 1.62
C 3.21 -0.99 0.99
C 4.29 -0.83 0.15
C 5.09 0.33 0.20
N 5.73 1.29 0.25
C 4.52 -1.91 -0.73
N 4.60 -2.81 -1.45
Cl -4.80 -0.97 -2.23
C -3.10 -0.45 -2.57
C -3.05 0.07 -3.98
C -2.30 1.13 -4.30
C -1.55 1.87 -3.30
C -1.71 1.59 -2.00
C -2.62 0.55 -1.53
C -2.99 0.51 -0.25
H -3.60 -0.50 -4.71
H -2.25 1.44 -5.33
H -0.89 2.67 -3.62
H -1.19 2.17 -1.24
H -3.69 -0.23 0.11
H -2.59 1.21 0.46
```

E_LUMO ... -0.321 eV
ΔE to the lowest compared entry with this formula, charge and spin ... 0.965 eV
Spin multiplicity ... 1

7.
This record from OMol25 describes a cluster of 2 separate species, C19H18F3O5S3 in total in a non-equilibrium geometry. The level of theory is the ωB97M-V functional and the def2-TZVPD basis.

```
48
Properties=species:S:1:pos:R:3
C -4.91 2.72 0.27
O -4.33 1.63 1.01
C -3.05 1.28 0.78
C -2.22 1.94 -0.16
C -0.88 1.57 -0.27
C -0.34 0.53 0.51
C 1.07 0.18 0.49
C 2.04 1.11 0.68
S 3.79 0.72 0.72
O 4.20 0.64 2.10
O 4.04 -0.35 -0.22
C 4.46 2.23 -0.01
C 4.40 3.44 0.91
C 3.20 3.45 1.83
S 1.68 2.83 1.08
O 1.47 3.55 -0.16
O 0.69 2.86 2.15
C -1.21 -0.19 1.34
C -2.52 0.19 1.51
H -5.95 2.75 0.62
H -4.42 3.67 0.51
H -4.88 2.54 -0.81
H -2.61 2.76 -0.75
H -0.26 2.08 -1.00
H 1.37 -0.86 0.68
H 5.49 1.93 -0.23
H 3.93 2.39 -0.95
H 5.32 3.47 1.51
H 4.39 4.35 0.31
H 3.37 2.89 2.75
H 2.89 4.47 2.10
H -0.81 -1.05 1.89
H -3.18 -0.32 2.22
F -2.81 -4.10 -3.99
C -2.95 -4.43 -2.67
F -3.94 -3.63 -2.15
F -3.41 -5.72 -2.62
C -1.66 -4.25 -1.91
C -1.34 -5.10 -0.86
C -0.11 -4.94 -0.21
C 0.73 -3.89 -0.53
C 0.30 -2.90 -1.46
S 0.98 -1.38 -1.61
C -0.83 -3.21 -2.28
H -2.03 -5.89 -0.56
H 0.18 -5.65 0.57
H 1.70 -3.75 -0.04
H -1.06 -2.57 -3.12
```

E_LUMO ... 2.407 eV
ΔE to the lowest compared entry with this formula, charge and spin ... 0.215 eV
Spin multiplicity ... 1
Charge ... -1

8.
This record from OMol25 describes a structure of composition C19H18LiN13O3. The level of theory is the ωB97M-V functional and the def2-TZVPD basis.

```
54
Properties=species:S:1:pos:R:3
Li -0.67 -0.53 -0.41
N 3.43 -1.94 -0.37
C 2.12 -1.89 -0.66
N 1.18 -1.62 0.18
C 1.53 -1.25 1.47
N 0.65 -0.84 2.33
N -0.62 -0.79 1.79
C -1.54 -0.74 2.66
C -2.96 -0.73 2.27
C -3.93 -0.54 3.24
C -5.27 -0.56 2.86
C -5.57 -0.79 1.53
C -4.53 -0.97 0.64
N -3.25 -0.94 0.98
C 2.94 -1.31 1.87
C 3.37 -1.02 3.17
C 4.72 -1.05 3.48
C 5.65 -1.36 2.49
C 5.25 -1.66 1.21
C 3.89 -1.64 0.90
H 4.09 -1.94 -1.14
H 1.85 -2.08 -1.69
H -1.29 -0.73 3.73
H -3.65 -0.38 4.27
H -6.05 -0.42 3.60
H -6.59 -0.83 1.19
H -4.73 -1.15 -0.41
H 2.63 -0.78 3.91
H 5.05 -0.82 4.49
H 6.71 -1.37 2.74
H 5.97 -1.90 0.44
N 0.66 1.35 -0.07
N 0.12 2.49 -0.69
C -1.06 2.38 -1.35
N -1.35 3.34 -2.22
N -1.79 1.30 -1.06
N -2.99 1.17 -1.71
O -3.35 0.03 -1.93
O -3.66 2.16 -2.02
H 0.87 1.58 0.90
H 1.51 1.07 -0.55
H 0.77 3.16 -1.07
H -0.62 3.90 -2.62
H -2.29 3.39 -2.59
N -1.23 0.14 -4.03
C -0.12 0.02 -3.27
O -0.06 -0.85 -2.37
C 0.96 0.95 -3.51
C 2.15 0.77 -2.78
N 3.11 0.65 -2.14
C 0.76 2.13 -4.24
N 0.53 3.09 -4.85
H -2.02 -0.44 -3.81
H -1.28 0.80 -4.80
```

E_LUMO ... -0.346 eV
ΔE to the lowest compared entry with this formula, charge and spin ... 0.340 eV
Spin multiplicity ... 1